Below is the molecule Cl2HNS, with properties calculated with the ωB97M-V functional and the def2-TZVPD basis.

Computed properties:
Frontier orbital gap (spin up / spin down), eV: 7.30 / 7.30
Maximum force, eV/Å: 5.62
HOMO level (spin up / spin down), hartree: -0.3335 / -0.3337
ΔE to the lowest compared entry with this formula, charge and spin, eV: 2.613

The geometry in XYZ format:
```
5
Cl2HNS the ωB97M-V functional and the def2-TZVPD basis
N 1.36798 -0.23667 0.23425
S -0.61877 -0.45577 -0.17560
Cl -1.13039 1.56096 -0.91730
Cl -1.23393 -0.65886 1.62587
H 1.61513 -0.20965 -0.76722
```